Record 1
Here is a 2-piece molecular cluster, C5H17N2O overall in a non-equilibrium geometry from the OMol25 dataset. Energies are from wB97M-V/def2-TZVPD.

Atoms and positions in Å:
1 N -0.223 0.549 -1.332
2 C 0.263 -0.936 -1.510
3 C -0.212 -1.777 -0.292
4 N -0.333 -0.901 0.844
5 C 0.951 -0.881 1.729
6 C 1.873 0.277 1.409
7 C -1.532 -1.226 1.711
8 H -0.110 0.992 -0.303
9 H 0.176 1.134 -2.084
10 H -1.241 0.673 -1.453
11 H -0.308 -1.189 -2.476
12 H 1.463 -0.737 -1.615
13 H 0.283 -2.745 -0.176
14 H -1.285 -1.998 -0.600
15 H 1.391 -1.860 1.696
16 H 0.564 -0.695 2.733
17 H 2.889 -0.095 1.465
18 H 1.910 0.703 0.345
19 H 1.734 1.068 2.129
20 H -2.252 -0.370 1.563
21 H -1.286 -0.962 2.772
22 H -1.992 -2.210 1.483
23 H -1.169 4.925 -2.216
24 H -0.672 4.333 -3.355
25 O -0.881 3.930 -2.467

LUMO level, eV: -3.01
Energy relative to the best compared isomer or geometry (same formula, charge and spin), kJ/mol: 295.2
Gap between HOMO and LUMO, eV: 9.80
Max |F|, Eh/bohr: 0.0993
HOMO energy, eV: -12.8
Molar mass, g mol⁻¹: 121.2
Net charge: +1



Record 2
Here is a 3-piece molecular cluster, C5H15NO3 overall in a non-equilibrium geometry from the OMol25 dataset. Energies are from wB97M-V/def2-TZVPD.

Atoms and positions in Å:
1 C 3.113 -0.957 -1.174
2 C 2.308 -1.324 0.045
3 O 1.342 -2.051 0.031
4 O 2.851 -0.955 1.219
5 H 4.152 -1.259 -1.056
6 H 2.687 -1.419 -2.060
7 H 3.060 0.125 -1.296
8 H 3.504 -0.253 1.089
9 C -2.323 1.671 0.011
10 C -1.789 0.251 -0.157
11 C -2.884 -0.785 0.107
12 N -0.624 0.073 0.711
13 H -3.155 1.844 -0.667
14 H -1.542 2.396 -0.205
15 H -2.667 1.828 1.032
16 H -1.423 0.124 -1.183
17 H -3.306 -0.647 1.102
18 H -3.683 -0.688 -0.622
19 H -2.475 -1.791 0.041
20 H -0.214 -0.855 0.570
21 H -0.896 0.157 1.687
22 O 1.635 1.365 0.045
23 H 1.592 2.235 0.452
24 H 0.736 0.915 0.277

LUMO level, eV: 0.78
Structure (SMILES): CC(=O)O.CC(C)N.O
Energy relative to the best compared isomer or geometry (same formula, charge and spin), kJ/mol: 9.6
Gap between HOMO and LUMO, eV: 10.46
Max |F|, Eh/bohr: 0.0253
HOMO energy, eV: -9.7
Molar mass, g mol⁻¹: 137.2



Record 3
Here is a 11-piece molecular cluster, C55H50F10O12 overall in a non-equilibrium geometry from the OMol25 dataset. Energies are from wB97M-V/def2-TZVPD.

Atoms and positions in Å:
1 O 5.314 -2.827 -1.258
2 C 4.492 -2.832 -2.121
3 O 3.315 -2.209 -1.946
4 C 2.537 -2.306 -3.119
5 C 3.509 -3.096 -4.159
6 F 4.070 -2.313 -5.157
7 O 4.547 -3.473 -3.289
8 H 1.673 -2.900 -2.923
9 H 2.224 -1.298 -3.429
10 H 2.875 -3.858 -4.600
11 O 0.516 0.124 -2.974
12 C 0.814 1.018 -3.725
13 O 2.105 1.149 -4.130
14 C 2.220 2.268 -5.037
15 C 0.821 2.724 -5.188
16 F 0.414 2.303 -6.467
17 O 0.048 2.021 -4.172
18 H 2.842 3.071 -4.618
19 H 2.652 1.931 -6.000
20 H 0.445 3.732 -5.139
21 O -5.779 -1.100 1.302
22 C -5.392 -1.748 0.415
23 O -5.510 -3.089 0.117
24 C -4.836 -3.256 -1.154
25 C -4.206 -1.929 -1.535
26 F -4.852 -1.446 -2.695
27 O -4.520 -1.089 -0.511
28 H -4.033 -4.010 -1.073
29 H -5.557 -3.625 -1.819
30 H -3.137 -1.961 -1.699
31 C 4.217 0.831 -0.206
32 C 3.789 2.297 -0.371
33 C 4.655 3.264 0.498
34 O 5.689 3.686 -0.390
35 C 5.322 3.472 -1.655
36 O 5.858 3.782 -2.685
37 O 4.112 2.788 -1.693
38 H 3.640 0.162 -0.829
39 H 4.080 0.481 0.845
40 H 5.278 0.800 -0.455
41 H 2.738 2.464 -0.213
42 H 5.191 2.718 1.348
43 H 4.089 4.125 0.805
44 F -2.334 0.769 -1.318
45 C -3.090 1.864 -1.718
46 C -3.240 2.007 -3.078
47 C -3.886 3.082 -3.627
48 C -4.457 3.969 -2.732
49 C -4.361 3.782 -1.362
50 C -3.544 2.769 -0.799
51 H -2.983 1.123 -3.679
52 H -4.122 3.202 -4.669
53 H -5.086 4.819 -2.966
54 H -4.762 4.559 -0.678
55 H -3.507 2.661 0.299
56 F 0.352 1.745 4.507
57 C -0.923 1.570 3.969
58 C -1.927 2.518 4.274
59 C -3.190 2.414 3.659
60 C -3.411 1.371 2.752
61 C -2.450 0.396 2.610
62 C -1.180 0.485 3.165
63 H -1.632 3.305 4.931
64 H -3.900 3.153 4.037
65 H -4.416 1.297 2.324
66 H -2.685 -0.438 1.953
67 H -0.499 -0.350 2.936
68 F -1.186 -5.849 5.576
69 C -1.933 -4.841 5.005
70 C -3.007 -5.140 4.143
71 C -3.750 -4.055 3.603
72 C -3.407 -2.739 3.970
73 C -2.383 -2.479 4.894
74 C -1.604 -3.544 5.403
75 H -3.072 -6.187 3.859
76 H -4.646 -4.222 2.961
77 H -3.804 -1.851 3.533
78 H -2.247 -1.414 5.075
79 H -0.822 -3.286 6.112
80 F 5.502 1.175 8.088
81 C 5.182 1.232 6.748
82 C 4.062 1.968 6.386
83 C 3.735 1.987 5.019
84 C 4.471 1.258 4.100
85 C 5.581 0.489 4.519
86 C 5.974 0.534 5.859
87 H 3.463 2.504 7.070
88 H 2.772 2.390 4.715
89 H 4.279 1.304 3.040
90 H 6.119 -0.068 3.741
91 H 6.838 0.031 6.202
92 F -2.182 -1.048 -5.221
93 C -2.108 -2.280 -4.710
94 C -1.230 -2.594 -3.650
95 C -1.270 -3.873 -3.190
96 C -2.243 -4.789 -3.559
97 C -3.105 -4.505 -4.593
98 C -2.996 -3.281 -5.222
99 H -0.586 -1.836 -3.304
100 H -0.441 -4.087 -2.521
101 H -2.268 -5.736 -2.998
102 H -3.829 -5.231 -4.957
103 H -3.720 -3.116 -6.044
104 F -2.386 -2.850 0.811
105 C -0.991 -2.646 0.722
106 C -0.498 -1.433 0.137
107 C 0.821 -1.153 0.141
108 C 1.757 -2.115 0.641
109 C 1.329 -3.316 1.139
110 C -0.075 -3.578 1.238
111 H -1.246 -0.744 -0.244
112 H 1.194 -0.214 -0.259
113 H 2.791 -1.807 0.574
114 H 2.066 -4.081 1.321
115 H -0.550 -4.499 1.567
116 F 0.816 3.825 -2.577
117 C 0.777 3.984 -1.229
118 C 0.060 2.964 -0.528
119 C 0.024 3.053 0.837
120 C 0.662 4.144 1.448
121 C 1.322 5.128 0.751
122 C 1.399 5.085 -0.674
123 H -0.343 2.158 -1.090
124 H -0.532 2.339 1.433
125 H 0.662 4.199 2.531
126 H 1.839 5.968 1.238
127 H 1.924 5.851 -1.265

LUMO level, eV: 0.38
Structure (SMILES): O=C1OC[C@@H](F)O1.O=C1OC[C@@H](F)O1.O=C1OC[C@@H](F)O1.C[C@H]1COC(=O)O1.Fc1ccccc1.Fc1ccccc1.Fc1ccccc1.Fc1ccccc1.Fc1ccccc1.Fc1ccccc1.Fc1ccccc1
Gap between HOMO and LUMO, eV: 9.57
Max |F|, Eh/bohr: 0.0661
HOMO energy, eV: -9.2
Molar mass, g mol⁻¹: 1093.0



Record 4
Here is C50H71AsCsN7O2SSi4Te as an isolated structure in a non-equilibrium geometry from the OMol25 dataset. Energies are from wB97M-V/def2-TZVPD.

Atoms and positions in Å:
1 Cs 0.826 -1.214 -0.761
2 C 2.213 2.283 3.155
3 C 1.535 2.377 4.353
4 C 0.776 1.298 4.786
5 C 0.761 0.142 4.011
6 N 1.415 0.055 2.854
7 C 2.095 1.106 2.420
8 C 0.020 -1.076 4.424
9 C -0.294 -1.345 5.759
10 C -0.991 -2.504 6.053
11 C -1.359 -3.358 5.028
12 C -0.985 -3.020 3.725
13 N -0.314 -1.913 3.448
14 C -1.299 -3.902 2.574
15 C -2.467 -4.663 2.540
16 C -2.692 -5.487 1.451
17 C -1.749 -5.524 0.436
18 C -0.626 -4.712 0.544
19 N -0.403 -3.928 1.590
20 H 2.805 3.106 2.776
21 H 1.585 3.281 4.949
22 H 0.199 1.370 5.699
23 H 2.595 0.985 1.463
24 H 0.021 -0.683 6.554
25 H -1.238 -2.746 7.080
26 H -1.896 -4.274 5.235
27 H -3.201 -4.584 3.331
28 H -3.597 -6.080 1.391
29 H -1.873 -6.174 -0.421
30 H 0.139 -4.679 -0.228
31 O 1.538 -3.555 -1.415
32 C 1.227 -3.985 -2.570
33 C 0.867 -5.357 -2.770
34 C 0.395 -5.843 -3.972
35 C 0.251 -4.993 -5.067
36 C 0.642 -3.667 -4.929
37 C 1.158 -3.147 -3.745
38 C 1.565 -1.742 -3.729
39 N 2.443 -1.254 -2.946
40 N 2.849 0.024 -3.090
41 C 2.893 0.833 -2.058
42 O 2.390 0.643 -0.906
43 C 3.534 2.158 -2.354
44 C 4.052 2.473 -3.610
45 C 4.586 3.726 -3.864
46 C 4.615 4.692 -2.864
47 C 4.120 4.379 -1.606
48 C 3.586 3.125 -1.354
49 H 0.983 -6.028 -1.924
50 H 0.141 -6.896 -4.062
51 H -0.140 -5.362 -6.008
52 H 0.577 -3.006 -5.789
53 H 1.074 -1.098 -4.473
54 H 4.020 1.710 -4.376
55 H 4.987 3.960 -4.844
56 H 5.016 5.679 -3.066
57 H 4.147 5.121 -0.817
58 H 3.182 2.879 -0.381
59 C -2.961 -5.438 -3.381
60 C -3.924 -4.565 -2.649
61 C -5.277 -4.565 -2.847
62 C -6.069 -3.695 -2.068
63 N -5.560 -2.934 -1.123
64 C -4.227 -2.937 -0.896
65 S -3.471 -2.037 0.268
66 N -3.426 -3.729 -1.721
67 C -7.548 -3.569 -2.267
68 H -3.480 -6.017 -4.142
69 H -2.477 -6.126 -2.686
70 H -2.173 -4.845 -3.852
71 H -5.714 -5.222 -3.586
72 H -2.429 -3.690 -1.545
73 H -7.943 -4.345 -2.922
74 H -7.766 -2.590 -2.694
75 H -8.041 -3.612 -1.297
76 C -2.451 3.894 -3.188
77 Si -1.678 5.181 -2.023
78 C -0.050 5.695 -2.859
79 C -2.837 6.701 -2.127
80 Si -1.273 4.294 0.114
81 Te 0.089 2.271 -0.086
82 Si -0.151 5.957 1.352
83 C -0.715 7.761 1.067
84 C 1.721 5.970 1.024
85 C -0.294 5.666 3.231
86 Si -3.343 4.035 1.200
87 C -4.088 5.715 1.736
88 C -3.251 2.989 2.782
89 C -4.693 3.218 0.141
90 H -2.521 4.254 -4.218
91 H -3.455 3.614 -2.858
92 H -1.842 2.987 -3.187
93 H -0.183 5.964 -3.910
94 H 0.661 4.865 -2.810
95 H 0.410 6.547 -2.349
96 H -2.917 7.099 -3.142
97 H -2.479 7.505 -1.478
98 H -3.843 6.433 -1.792
99 H -0.531 8.056 0.030
100 H -0.201 8.476 1.715
101 H -1.790 7.859 1.247
102 H 1.940 6.361 0.027
103 H 2.101 4.945 1.057
104 H 2.278 6.565 1.753
105 H -1.313 5.833 3.589
106 H 0.375 6.310 3.809
107 H -0.037 4.627 3.452
108 H -3.488 6.171 2.529
109 H -5.114 5.620 2.106
110 H -4.100 6.414 0.894
111 H -2.491 3.374 3.468
112 H -2.974 1.961 2.536
113 H -4.205 2.962 3.315
114 H -4.882 3.790 -0.773
115 H -5.639 3.130 0.682
116 H -4.384 2.213 -0.155
117 C 4.701 -3.300 -1.601
118 C 4.793 -2.578 -0.260
119 As 3.124 -2.597 0.814
120 C 3.043 -4.542 1.190
121 C 4.241 -5.205 1.862
122 C 3.976 -2.000 2.533
123 C 5.486 -2.106 2.743
124 H 5.659 -3.256 -2.129
125 H 3.936 -2.838 -2.218
126 H 4.433 -4.351 -1.464
127 H 5.021 -1.520 -0.423
128 H 5.607 -3.006 0.331
129 H 2.844 -5.005 0.222
130 H 2.147 -4.683 1.799
131 H 5.167 -4.986 1.326
132 H 4.131 -6.294 1.888
133 H 4.353 -4.863 2.893
134 H 3.442 -2.529 3.330
135 H 3.694 -0.954 2.630
136 H 5.857 -3.125 2.630
137 H 5.758 -1.767 3.748
138 H 6.014 -1.471 2.030

LUMO level, eV: 3.31
Energy relative to the best compared isomer or geometry (same formula, charge and spin), kJ/mol: 110.0
Gap between HOMO and LUMO, eV: 4.65
Max |F|, Eh/bohr: 0.0839
HOMO energy, eV: -1.3
Molar mass, g mol⁻¹: 1282.0
Net charge: -2



Record 5
Here is C22H44O19 as an isolated structure in a non-equilibrium geometry from the OMol25 dataset. Energies are from wB97M-V/def2-TZVPD.

Atoms and positions in Å:
1 C 3.999 -0.219 -0.196
2 C 3.709 1.270 0.094
3 C 2.635 1.754 -0.899
4 O 2.568 0.716 -1.830
5 C 3.651 -0.158 -1.690
6 H 3.277 -0.890 0.269
7 H 5.018 -0.572 -0.039
8 H 4.699 1.707 -0.033
9 H 3.378 1.345 1.130
10 H 2.827 2.710 -1.386
11 H 1.714 1.873 -0.329
12 H 4.511 0.308 -2.170
13 H 3.507 -1.145 -2.129
14 C 0.493 2.026 -2.202
15 O 1.458 2.077 -3.273
16 C 1.539 3.019 -4.178
17 O 0.702 3.919 -4.369
18 O 2.600 2.699 -4.982
19 C 2.840 3.563 -6.092
20 H -0.446 1.589 -2.542
21 H 0.281 2.896 -1.581
22 H 0.875 1.294 -1.489
23 H 2.121 3.322 -6.875
24 H 3.890 3.554 -6.385
25 H 2.614 4.611 -5.895
26 C -4.656 0.506 6.886
27 O -4.581 0.400 5.465
28 C -3.586 -0.338 4.949
29 O -2.919 -1.136 5.575
30 O -3.467 -0.102 3.686
31 C -2.643 -0.825 2.783
32 H -4.579 -0.481 7.340
33 H -5.636 0.976 6.974
34 H -3.895 1.164 7.305
35 H -1.973 -1.489 3.328
36 H -2.065 -0.196 2.106
37 H -3.404 -1.373 2.227
38 C -0.923 0.377 1.518
39 O -0.639 0.454 0.083
40 C -0.039 -0.580 -0.505
41 O 0.164 -1.718 0.039
42 O 0.145 -0.273 -1.792
43 C 1.021 -1.141 -2.606
44 H -1.131 -0.633 1.871
45 H -1.738 1.100 1.480
46 H -0.047 0.868 1.940
47 H 0.736 -2.183 -2.457
48 H 2.037 -1.042 -2.224
49 H 1.082 -0.888 -3.664
50 C -2.456 1.416 -1.417
51 O -2.392 2.248 -0.239
52 C -1.382 3.119 -0.198
53 O -0.421 3.220 -0.920
54 O -1.577 4.009 0.700
55 C -2.669 4.015 1.601
56 H -3.502 1.332 -1.711
57 H -2.076 0.496 -0.972
58 H -1.918 1.707 -2.320
59 H -3.660 3.647 1.337
60 H -2.855 5.028 1.959
61 H -2.227 3.378 2.366
62 C -1.690 -6.216 -4.604
63 O -1.423 -5.333 -3.464
64 C -0.227 -5.323 -3.001
65 O 0.790 -5.982 -3.380
66 O -0.269 -4.312 -2.055
67 C 0.891 -3.984 -1.324
68 H -1.438 -7.258 -4.408
69 H -1.289 -5.870 -5.556
70 H -2.777 -6.208 -4.690
71 H 1.261 -4.934 -0.939
72 H 0.665 -3.346 -0.470
73 H 1.568 -3.463 -2.001
74 C -0.645 -0.188 5.323
75 O 0.546 0.037 4.589
76 C 0.698 -0.644 3.536
77 O 0.027 -1.576 3.046
78 O 1.835 -0.267 3.023
79 C 2.286 -0.668 1.770
80 H -0.665 0.379 6.254
81 H -0.599 -1.228 5.645
82 H -1.517 0.230 4.821
83 H 1.508 -1.149 1.177
84 H 3.173 -1.286 1.912
85 H 2.702 0.259 1.375

LUMO level, eV: 0.33
Energy relative to the best compared isomer or geometry (same formula, charge and spin), kJ/mol: 1453.0
Gap between HOMO and LUMO, eV: 7.66
Max |F|, Eh/bohr: 0.2822
HOMO energy, eV: -7.3
Molar mass, g mol⁻¹: 612.6



Record 6
Here is C20H14N4O4RhS6 as an isolated structure from the OMol25 dataset. Energies are from wB97M-V/def2-TZVPD.

Atoms and positions in Å:
1 Rh -1.005 0.490 -0.166
2 N 7.077 0.794 1.173
3 C 5.864 0.860 0.482
4 C 4.787 1.571 1.019
5 C 3.601 1.676 0.319
6 C 3.485 1.073 -0.926
7 C 4.539 0.363 -1.469
8 C 5.730 0.260 -0.769
9 S 1.951 1.225 -1.798
10 O 1.510 2.583 -1.691
11 O 2.117 0.635 -3.098
12 N 0.942 0.346 -0.853
13 C 1.043 -0.992 -0.700
14 N 0.000 -1.440 0.079
15 C -0.179 -2.739 0.194
16 C 0.732 -3.638 -0.341
17 C 1.822 -3.089 -1.000
18 N 1.988 -1.789 -1.200
19 H 6.996 0.917 2.169
20 H 7.647 -0.004 0.940
21 H 4.886 2.041 1.990
22 H 2.754 2.213 0.729
23 H 4.411 -0.110 -2.433
24 H 6.563 -0.289 -1.192
25 H -1.053 -3.058 0.749
26 H 0.611 -4.705 -0.232
27 H 2.600 -3.730 -1.401
28 S -0.857 7.647 0.758
29 C -0.905 6.010 0.550
30 S -1.667 5.235 -0.791
31 C -1.364 3.586 -0.320
32 C -0.689 3.423 0.837
33 S -0.290 1.861 1.489
34 S -0.218 4.882 1.663
35 S -1.861 2.255 -1.310
36 O -2.773 0.041 0.859
37 C -3.273 -0.726 -0.039
38 O -2.715 -0.883 -1.146
39 C -4.537 -1.458 0.284
40 C -5.054 -2.370 -0.628
41 C -6.220 -3.059 -0.331
42 C -6.871 -2.835 0.873
43 C -6.358 -1.921 1.783
44 C -5.190 -1.233 1.491
45 H -4.530 -2.520 -1.562
46 H -6.624 -3.770 -1.041
47 H -7.784 -3.372 1.103
48 H -6.870 -1.744 2.720
49 H -4.770 -0.514 2.182

LUMO level (alpha / beta), eV: 2.36 / 2.36
Energy relative to the best compared isomer or geometry (same formula, charge and spin), kJ/mol: 0.0
Gap between HOMO and LUMO (alpha / beta), eV: 6.35 / 6.35
Max |F|, Eh/bohr: 0.0178
HOMO energy (alpha / beta), eV: -4.0 / -4.0
Molar mass, g mol⁻¹: 669.7
Net charge: -1